This record from the OMol25 dataset describes an isolated molecule of C2H2ClF2NO2. The level of theory is the ωB97M-V functional and the def2-TZVPD basis.

```
! wB97M-V def2-TZVPD RIJCOSX def2/J DEFGRID3
* xyz 0 1
C 0.69898 0.32010 -0.17847
C -0.72010 0.11065 0.39916
H 3.08909 0.13826 -0.80011
H 1.42418 -1.53754 0.43987
N 1.52200 -0.71852 -0.12152
O 2.92340 -0.38464 -0.00448
O 1.08493 1.40345 -0.59910
F -0.64003 -0.96270 1.24512
F -1.14053 1.25853 1.00517
Cl -1.82836 -0.40991 -0.91396
*
```

Summary:
ΔE to the lowest compared entry with this formula, charge and spin: 0.00 kJ/mol
HOMO energy: -10.620 eV
orbital gap: 11.12 eV
maximum force: 2.74 eV/Å
calculated total energy: -25647.1351 eV
SMILES: O=C(NO)C(F)(F)Cl

And the Löwdin charges, in e, turn out to be:
1 C -0.477
2 C -0.779
3 H 0.100
4 H 0.145
5 N 0.057
6 O 0.016
7 O 0.098
8 F 0.027
9 F 0.083
10 Cl 0.731

This record from the OMol25 dataset describes an isolated molecule of C23H39ClFNO6S2. The level of theory is the ωB97M-V functional and the def2-TZVPD basis.

```
! wB97M-V def2-TZVPD RIJCOSX def2/J DEFGRID3
* xyz 0 1
C -4.25172 -2.00549 -3.93481
C -3.75964 -0.88721 -3.92013
C -3.02383 0.50810 -3.93588
C -3.28371 1.38263 -2.63152
C -1.92267 1.88639 -1.93819
C -1.08017 0.67254 -1.29441
C -1.49222 0.36359 0.21588
Cl -3.13077 1.09025 0.69685
C -1.40526 -1.20650 0.62603
C -0.91538 -1.17254 2.15207
C -0.54715 -2.55003 2.81768
O 0.20691 -2.48481 3.79734
N -0.95746 -3.87887 2.39584
C 0.15044 -4.67603 1.81087
C -1.49044 -4.63489 3.56354
S -3.12027 -2.00667 0.45072
C -4.15144 -1.82709 1.95704
O -2.97263 -3.47782 0.24101
O -3.80007 -1.55151 -0.79997
O -0.61665 -1.99779 -0.24930
S 0.95633 -1.51928 -0.51314
O 1.71873 -2.01703 0.66419
O 1.16814 0.13326 -0.41658
C 0.51778 0.87417 -1.49681
C 1.06564 0.30634 -2.87668
C 1.39547 1.36973 -4.00141
F 0.25348 1.92749 -4.64822
C 0.96186 2.39561 -1.29648
C 0.84556 2.94751 0.18144
C 2.14040 3.88366 0.42866
C 3.43514 2.99426 0.75910
C 3.31765 2.19253 2.13582
C 4.77969 1.75196 2.59587
C 5.60500 1.09139 1.37518
H -4.52965 -3.08806 -3.91354
H -1.90923 0.26681 -3.95418
H -3.27695 1.01792 -4.90754
H -3.99673 0.89313 -1.91154
H -3.80048 2.34122 -2.98266
H -2.08064 2.74349 -1.22258
H -1.31828 2.32037 -2.80387
H -1.33485 -0.22392 -1.95856
H -0.79555 0.92583 0.91954
H 0.05747 -0.57253 2.14564
H -1.61573 -0.56342 2.81501
H 0.99313 -4.74587 2.58141
H 0.50361 -4.30015 0.81045
H -0.26562 -5.72836 1.65853
H -0.64712 -5.26435 4.00824
H -2.28224 -5.36013 3.19395
H -1.93951 -3.97678 4.36568
H -3.59036 -1.46171 2.87215
H -5.07538 -1.18542 1.81478
H -4.54049 -2.86256 2.23597
H 2.02600 -0.30554 -2.78303
H 0.29940 -0.42374 -3.31113
H 1.93644 0.77725 -4.81838
H 2.16640 2.14985 -3.69005
H 0.47151 3.11356 -2.01324
H 2.07426 2.40896 -1.56302
H -0.05659 3.61011 0.34897
H 0.88269 2.17960 1.00405
H 2.31507 4.61225 -0.41920
H 1.91395 4.46433 1.38751
H 3.56727 2.21233 -0.05975
H 4.37786 3.62303 0.77892
H 2.67868 1.27115 1.91294
H 2.77488 2.84928 2.87865
H 4.69725 0.98156 3.42956
H 5.34534 2.66696 2.97364
H 6.18773 0.20973 1.78369
H 4.92195 0.66874 0.57404
H 6.26781 1.87722 0.90733
*
```

Summary:
HOMO energy: -8.737 eV
orbital gap: 9.11 eV
maximum force: 6.54 eV/Å
calculated total energy: -75160.8156 eV

And the Löwdin charges, in e, turn out to be:
1 C 0.061
2 C -0.130
3 C -0.173
4 C -0.195
5 C -0.177
6 C -0.201
7 C -0.470
8 Cl 0.684
9 C -0.488
10 C -0.043
11 C -0.373
12 O 0.077
13 N -0.197
14 C -0.079
15 C -0.093
16 S 0.710
17 C -0.161
18 O -0.352
19 O -0.366
20 O -0.294
21 S 1.035
22 O -0.378
23 O -0.306
24 C -0.402
25 C -0.105
26 C -0.174
27 F -0.082
28 C -0.117
29 C -0.170
30 C -0.190
31 C -0.221
32 C -0.217
33 C -0.243
34 C -0.125
35 H 0.051
36 H 0.089
37 H 0.113
38 H 0.079
39 H 0.116
40 H 0.100
41 H 0.104
42 H 0.134
43 H 0.089
44 H 0.131
45 H 0.135
46 H 0.106
47 H 0.076
48 H 0.104
49 H 0.092
50 H 0.096
51 H 0.097
52 H 0.062
53 H 0.078
54 H 0.087
55 H 0.130
56 H 0.130
57 H 0.128
58 H 0.124
59 H 0.127
60 H 0.111
61 H 0.117
62 H 0.089
63 H 0.112
64 H 0.109
65 H 0.092
66 H 0.114
67 H 0.105
68 H 0.109
69 H 0.102
70 H 0.107
71 H 0.071
72 H 0.065
73 H 0.071

This record from the OMol25 dataset describes a cluster of 5 separate species, C23H46IN2O6S in total. The level of theory is the ωB97M-V functional and the def2-TZVPD basis.

```
! wB97M-V def2-TZVPD RIJCOSX def2/J DEFGRID3
* xyz -1 1
C -2.51214 3.04328 -2.45176
C -2.03651 2.48191 -1.11364
N -1.72994 1.07897 -1.26722
N -1.69123 0.34494 -0.06414
C -2.90092 -0.46085 0.11249
C -4.20654 0.30035 -0.10371
C -5.36804 -0.67451 -0.26747
S -5.98650 -1.42414 1.26356
C -0.38954 -0.39030 0.01532
C 0.67560 0.69492 0.20724
C -0.07939 -1.15738 -1.34090
O -1.05690 -1.67090 -1.89381
O 1.11615 -1.15176 -1.70421
C -0.39437 -1.29608 1.27009
I -1.14412 -3.33080 0.96713
C 0.92206 -1.43533 2.02646
C 2.04299 -2.22056 1.33124
H -3.55914 2.79147 -2.63378
H -1.92806 2.59228 -3.26206
H -2.36798 4.12216 -2.51215
H -1.14623 3.02582 -0.77845
H -2.81264 2.63858 -0.35047
H -2.29017 0.62479 -1.98186
H -2.88954 -1.33243 -0.55030
H -2.92778 -0.83628 1.13960
H -4.16264 0.90069 -1.01302
H -4.41640 0.93771 0.76103
H -6.24847 -0.16276 -0.66429
H -5.09579 -1.46593 -0.96605
H -4.88805 -2.12417 1.56890
H 0.48068 1.26469 1.11998
H 0.64236 1.35434 -0.65805
H 1.67276 0.26256 0.25200
H -1.12846 -0.90831 1.97594
H 1.28555 -0.45107 2.31447
H 0.67536 -1.94731 2.96303
H 2.04697 -3.26153 1.66513
H 3.01599 -1.79462 1.58870
H 1.92673 -2.22121 0.24625
C 2.36349 1.36656 -6.55269
C 1.43154 1.32641 -5.35427
O 0.43659 2.01792 -5.33884
C 1.82399 0.40250 -4.23843
H 1.98374 2.06508 -7.29544
H 3.36207 1.67433 -6.23719
H 2.44404 0.37095 -6.99267
H 2.81035 0.68838 -3.86532
H 1.89039 -0.62263 -4.60662
H 1.11332 0.41534 -3.41670
C 2.84734 1.64730 5.69481
C 2.79361 2.01350 4.23162
O 2.35261 1.25421 3.40428
C 3.34369 3.36762 3.84099
H 2.41811 0.66315 5.84910
H 3.88782 1.63574 6.02703
H 2.31056 2.38426 6.29619
H 4.39252 3.44448 4.13449
H 2.79225 4.15762 4.35414
H 3.25393 3.50027 2.76569
C -5.29985 -1.48671 -4.47718
C -3.99713 -0.72141 -4.38532
O -3.52670 -0.40972 -3.32090
C -3.31121 -0.38077 -5.68524
H -5.68433 -1.67314 -3.47691
H -6.03104 -0.91396 -5.05147
H -5.13862 -2.43818 -4.98688
H -3.96923 0.23076 -6.30737
H -3.08135 -1.29672 -6.23405
H -2.39370 0.16363 -5.48068
C 5.12155 -1.72581 4.72809
C 4.58591 -1.88209 6.13124
O 3.55208 -1.35744 6.46771
C 5.39835 -2.72884 7.08359
H 4.44436 -1.10570 4.14449
H 6.11358 -1.26986 4.75308
H 5.21306 -2.70267 4.25022
H 6.40015 -2.31033 7.19590
H 5.49967 -3.74055 6.68764
H 4.90679 -2.76473 8.05265
*
```

Summary:
HOMO energy: -4.040 eV
orbital gap: 6.28 eV
maximum force: 0.67 eV/Å
calculated total energy: -58799.0485 eV

And the Löwdin charges, in e, turn out to be:
1 C -0.092
2 C -0.280
3 N -0.052
4 N -0.096
5 C -0.244
6 C -0.253
7 C -0.583
8 S 0.675
9 C -0.405
10 C -0.039
11 C -0.713
12 O -0.069
13 O -0.064
14 C -0.571
15 I 0.865
16 C -0.344
17 C -0.132
18 H 0.060
19 H 0.068
20 H 0.061
21 H 0.098
22 H 0.094
23 H 0.074
24 H 0.078
25 H 0.072
26 H 0.085
27 H 0.104
28 H 0.059
29 H 0.059
30 H -0.161
31 H 0.080
32 H 0.074
33 H 0.076
34 H 0.068
35 H 0.059
36 H 0.087
37 H 0.047
38 H 0.060
39 H 0.055
40 C -0.040
41 C -0.502
42 O 0.050
43 C -0.020
44 H 0.071
45 H 0.076
46 H 0.077
47 H 0.090
48 H 0.092
49 H 0.065
50 C -0.028
51 C -0.491
52 O 0.077
53 C -0.025
54 H 0.064
55 H 0.083
56 H 0.083
57 H 0.079
58 H 0.080
59 H 0.082
60 C -0.017
61 C -0.476
62 O 0.083
63 C -0.012
64 H 0.070
65 H 0.080
66 H 0.083
67 H 0.081
68 H 0.084
69 H 0.080
70 C -0.013
71 C -0.496
72 O 0.065
73 C -0.027
74 H 0.076
75 H 0.084
76 H 0.088
77 H 0.081
78 H 0.083
79 H 0.078

> Look up the orbital gap of the third one.

6.28 eV